Model P:
The following is a quantum chemistry calculation of a structure of composition C27H24BaN10O3S, from the Open Molecules 2025 dataset.

- orbital gap (Eh) = 0.24058
- spin multiplicity = 1
- HOMO energy (eV) = -6.787

XYZ file:
```
66
Properties=species:S:1:pos:R:3:lowdin_charge:R:1
H -4.93814 -0.74944 -4.26576 0.12
C -2.77092 1.21312 -1.66416 -0.11
C -2.38315 0.35128 2.20774 -0.15
C -0.77149 -1.27364 2.49403 -0.21
H -2.79449 4.99951 -1.81853 0.11
H 2.98276 -0.21083 5.38526 0.09
C -2.99709 0.03732 3.40578 -0.06
C 3.50971 -3.26765 -1.46082 -0.03
C 2.12101 0.41715 -4.96329 0.00
H -0.58503 3.20376 4.32992 0.15
C 0.68876 2.18126 3.03734 -0.82
H 3.62432 -5.62302 0.96794 0.09
H 3.19660 0.72064 2.52331 0.12
N 0.70200 0.86121 -3.10421 -0.03
H -4.41236 3.68363 -3.23967 0.13
H -3.39108 -0.60394 -3.51882 0.10
C -2.45130 -0.98340 4.17309 -0.05
C 0.16636 1.87280 -3.79405 -0.15
H 1.66954 -1.28850 4.88372 0.06
O -5.66357 1.56652 -3.78046 0.07
C -1.93105 3.22439 -0.98611 -0.16
C -1.31891 -1.63507 3.72446 0.00
H 2.89108 -0.21592 -5.37659 0.11
H -3.87440 0.57922 3.73119 0.10
H 1.92003 1.71196 -6.65837 0.11
C 1.57199 1.47394 -5.66126 -0.05
H 0.09121 3.04841 -5.57998 0.10
H 4.73125 -4.99638 -1.17345 0.10
C 1.89973 -0.34675 5.38603 0.01
N 2.23479 0.40771 2.43287 0.10
C -3.69662 3.20152 -2.58704 0.01
C 1.66356 0.12455 -3.67825 -0.19
C 0.56147 2.21919 -5.06970 -0.06
N -1.90950 1.89404 -0.90676 -0.04
H -2.74907 0.13244 -1.54826 0.12
O 2.98138 -1.79902 -3.78010 -0.01
N 1.44503 1.09128 3.35831 -0.08
C 1.87518 -2.78678 0.25879 -0.23
H 1.83283 -4.19562 1.85578 0.10
H -0.61655 2.43399 -3.29436 0.08
H -1.22598 3.75202 -0.35476 0.06
H -2.74590 1.15684 1.57964 0.10
O 1.25674 -2.30517 3.02901 -0.07
C 3.32077 -4.73711 0.42415 -0.11
N 2.01250 -1.31871 -1.71702 -0.12
C -3.66995 1.81304 -2.53214 -0.12
C -2.81158 3.91873 -1.80413 -0.03
C 3.93129 -4.38984 -0.76680 -0.10
C 2.47558 -2.44463 -0.99146 -0.22
S 0.59641 3.03248 1.59516 0.53
H 3.96808 -3.01395 -2.40065 0.09
C 0.52546 -1.97244 2.06124 -0.56
H 1.54697 -0.36843 6.41373 0.09
C 2.29434 -1.12430 -3.00570 -0.51
N 0.38816 1.60333 5.21266 0.13
C 1.23595 0.77745 4.68900 -0.32
Ba 0.50008 0.26559 -0.34310 1.76
C 2.30796 -3.93618 0.92211 -0.04
C -4.63739 1.04835 -3.39059 -0.50
H -0.83779 -2.41330 4.29845 0.12
H -2.90164 -1.25717 5.11874 0.11
N 0.05911 2.44644 4.18735 0.03
N 0.74654 -2.07138 0.76659 -0.09
H 2.18539 -0.59374 2.65721 0.07
N -4.31923 -0.24564 -3.65285 0.18
N -1.30779 -0.29712 1.75863 -0.01
```

=====

Model Q:
The following is a quantum chemistry calculation of a structure of composition C27H24BaN10O3S, from the Open Molecules 2025 dataset.

- orbital gap (Eh) = 0.24286
- spin multiplicity = 1
- HOMO energy (eV) = -6.846

XYZ file:
```
66
Properties=species:S:1:pos:R:3:lowdin_charge:R:1
O 4.91169 -0.86985 1.08388 0.00
H 1.12934 -3.13430 5.45117 0.09
C 4.42427 1.18487 -3.35454 -0.06
N -1.89088 -0.86042 -5.74999 0.13
H -1.93297 2.13122 0.80715 0.11
H 4.23291 -1.53151 2.97048 0.09
H -2.05182 1.20507 -5.82845 0.15
H -3.16843 0.96647 3.09845 0.07
C -4.26824 -0.73140 -1.26019 -0.06
C -3.00367 -0.20708 -1.42795 -0.15
Ba 0.67549 0.42390 -0.20901 1.85
C -3.64050 -1.29332 0.97130 -0.01
C -1.09176 3.72753 3.65421 0.02
C -3.38361 3.02007 2.96030 -0.52
C 3.18845 -1.70399 3.16566 -0.03
C -1.17125 -3.07226 -4.88005 0.00
H 6.14442 0.00513 -0.67748 0.12
H 1.85270 2.88733 2.25436 0.11
C 5.52650 0.83806 -2.58564 -0.05
H 4.52969 1.60258 -4.34581 0.10
C 4.03752 0.13642 -0.85687 -0.19
H -1.53709 4.19871 4.51990 0.13
C 0.49715 -2.18158 3.63984 -0.04
S -0.44878 1.88666 -3.38280 0.58
C -4.58815 -1.29344 -0.03065 -0.05
H -2.72517 0.29255 -2.34769 0.07
C 0.27908 3.66769 3.48672 -0.03
H -1.58945 -3.48796 -3.96305 0.09
C 3.85615 -0.51270 0.56027 -0.50
H -1.72710 -3.46272 -5.72717 0.09
C -1.31920 2.56230 1.58971 -0.10
C 5.33409 0.30839 -1.32391 0.00
C 3.16361 0.99478 -2.81911 -0.17
N -0.66616 -0.80779 -3.92767 -0.10
N 2.59357 -0.59944 1.00076 -0.15
H 2.27217 1.26430 -3.37326 0.05
H -3.84414 -1.68704 1.95586 0.12
N 0.07850 -1.22634 -2.83035 0.08
H 0.95465 4.08802 4.21698 0.11
H -0.39172 -2.00035 -2.37325 0.10
C -1.90717 3.12609 2.71163 -0.12
H 6.52811 0.97829 -2.96958 0.11
H -0.13136 -3.39098 -4.95252 0.09
N -3.82905 1.74535 2.99675 0.20
N -2.06011 -0.23940 -0.48043 -0.01
N -1.67372 0.42153 -5.32474 0.03
C 2.25567 -1.25378 2.22878 -0.22
C 1.44243 -2.61141 4.55739 -0.10
C -2.37715 -0.76978 0.70565 -0.22
H -4.99004 -0.68656 -2.06250 0.10
O -4.07069 4.00375 3.16318 0.06
H 3.53512 -2.69846 5.01854 0.09
C 0.87653 -1.49793 2.49173 -0.23
N 2.97583 0.48127 -1.59728 -0.08
H -0.55403 -2.35567 3.81637 0.10
C -1.26116 -1.59424 -4.88744 -0.34
H -5.56973 -1.71359 0.14437 0.11
C 0.78377 3.00525 2.38094 -0.13
O -1.81225 -0.45035 2.95976 -0.03
C 2.78355 -2.36496 4.31489 -0.10
C -0.92809 0.51307 -4.21229 -0.82
N -0.12848 -1.19742 1.49789 -0.13
H 1.00736 -1.50096 -3.13660 0.11
N 0.00340 2.49118 1.42580 -0.10
C -1.34249 -0.79086 1.85688 -0.57
H -4.79816 1.62202 3.24071 0.11
```

=====

Relative energy of each structure, in eV: model P 0.000; model Q 0.562.

=====

Model P:
The following is a quantum chemistry calculation of a structure of composition C30H43BrN2NiP2, from the Open Molecules 2025 dataset.

- net charge = +2
- orbital gap (spin up / spin down) (Eh) = 0.24486 / 0.12492
- expectation value of S² = 2.035
- spin multiplicity = 3
- HOMO energy (spin up / spin down) (eV) = -12.979 / -12.964

XYZ file:
```
79
Properties=species:S:1:pos:R:3:mulliken_spin:R:1
C 1.90451 -2.57818 -0.52293 -0.01
C 0.15949 0.93182 -1.84739 0.01
H -2.07427 -1.88382 -6.71157 0.00
C -0.68126 7.21569 -6.08230 0.00
C 1.83673 -1.23213 -3.13948 0.00
H -4.38167 -4.43945 -2.42707 0.00
H -2.85205 3.73547 1.30939 0.00
C -2.94277 -2.82932 -2.07587 0.08
H -2.01505 1.85976 -4.29873 0.00
H 3.19308 0.87814 -1.59742 0.00
C -1.23997 6.47477 -8.65685 0.00
H -3.39140 -0.70754 -6.54957 0.00
H -0.62430 9.20312 -6.93335 0.00
H 2.71109 0.68257 -3.74768 0.00
H 4.54331 -1.40872 -0.02631 0.00
C -0.77675 8.13893 -7.13052 0.00
C -0.75496 4.87157 -5.29858 0.00
P 1.66060 -0.94205 -1.32670 -0.07
H -0.44692 7.54886 -5.07772 0.00
C -2.01922 1.99410 0.41564 0.01
H -1.72363 -0.83482 -4.56194 0.03
H 2.89328 0.47958 0.09722 -0.01
H -4.28547 2.39396 2.91483 0.00
Br 0.90939 0.29240 1.60481 0.14
C -1.19050 1.88188 -3.57760 0.01
C -3.53082 0.50693 2.16604 0.00
H 4.86476 -1.04633 -1.74419 0.00
C 0.91719 2.09922 -1.68949 0.00
H 1.27065 4.05355 -2.54311 0.00
C -0.37008 3.02140 -3.48844 0.00
N -1.92125 0.64053 0.39536 0.00
C 2.96750 -3.49916 -1.12339 0.00
H -2.20251 -3.32981 -1.43520 0.01
H 2.02416 -2.30233 -3.29813 0.00
H -3.70953 -2.43859 -6.27828 0.00
H -2.56086 -1.18694 1.17956 0.00
H -4.12000 -0.13000 2.82334 0.00
H 3.10041 -4.36949 -0.46811 0.00
C -2.97607 -1.63457 -6.13860 0.01
H 3.94417 -3.01196 -1.21852 0.00
C -0.87405 5.85305 -6.34820 0.00
H 0.77652 -4.87093 -4.47739 0.00
C -0.59222 -3.32800 -3.78467 0.07
C -4.32552 -3.47454 -1.90711 0.02
H -2.96790 -1.75614 -1.84054 0.03
H 2.12147 -2.34888 0.53139 0.00
C -1.16219 5.48316 -7.67059 0.00
Ni -0.23597 -0.20594 -0.46261 0.90
C 2.85518 -0.39508 -3.90527 0.01
C 0.67090 3.14441 -2.56431 0.00
H -0.13187 -2.62959 -4.50180 0.00
C -2.63946 -1.43634 -4.65439 0.07
C -0.90299 0.80378 -2.75673 0.01
H 0.92016 -3.07122 -0.52910 0.00
H 3.89324 -0.65338 -3.65329 0.00
H -1.31078 4.44088 -7.93011 0.00
C -3.61707 1.90364 2.21149 0.01
H 1.62558 2.18691 -0.87798 -0.01
C -0.27495 -4.77223 -4.18539 0.02
H 5.25632 0.13514 -0.49535 0.00
H -5.11746 -2.83708 -2.31399 0.00
H -0.22739 -3.10008 -2.76873 0.02
C 3.15395 0.04686 -0.88399 0.00
H -1.46141 6.20109 -9.69151 0.00
H -0.46356 -5.46667 -3.35802 0.00
H -4.54473 -3.64910 -0.85076 0.00
H 0.83746 -1.02787 -3.54426 0.00
C 4.51915 -0.62483 -0.79088 0.00
P -2.40372 -3.05472 -3.80604 0.63
C -0.59083 4.04837 -4.41583 0.01
N -1.04823 7.76379 -8.37931 0.00
H -1.51874 -0.09960 -2.75597 0.00
H -3.46540 -0.92479 -4.13127 0.00
H 2.72660 -0.57994 -4.98096 0.00
C -2.66896 -0.09749 1.25342 0.01
H -1.41316 2.53467 -0.31545 0.00
H 2.67658 -3.88218 -2.10850 0.00
H -0.89072 -5.08931 -5.03717 0.00
C -2.83696 2.65013 1.32981 0.00
```

=====

Model Q:
The following is a quantum chemistry calculation of a structure of composition C30H43BrN2NiP2, from the Open Molecules 2025 dataset.

- net charge = +2
- orbital gap (spin up / spin down) (Eh) = 0.25581 / 0.21501
- expectation value of S² = 2.101
- spin multiplicity = 3
- HOMO energy (spin up / spin down) (eV) = -13.128 / -13.321

XYZ file:
```
79
Properties=species:S:1:pos:R:3:mulliken_spin:R:1
C 3.26465 -2.83743 1.16276 0.21
H -1.81666 -3.44634 -0.71602 0.00
H -1.43846 3.78870 3.41636 0.00
H -3.11239 1.39279 4.79816 0.00
C -0.11331 4.64292 -1.68566 0.00
H -1.29606 2.62961 1.23134 0.00
H -0.61143 0.95749 -2.94084 -0.02
C -3.31260 -1.79786 -2.98059 0.01
C -1.12239 0.11229 -3.43992 0.02
H -4.98689 -0.53653 -3.62402 0.00
C -2.17171 -0.52533 5.39710 0.00
C 2.24226 -2.13116 1.16855 -0.13
H -2.70109 2.69809 -2.98310 0.00
H 0.52639 2.55112 -1.55483 0.00
C -0.28563 -1.12040 4.00012 0.01
H -0.61539 4.93931 2.37092 0.00
Ni 1.44337 0.25093 2.19117 0.93
H -2.59271 -2.52284 -3.39569 0.00
C -0.63493 -0.18570 -0.24960 0.24
H 2.29180 1.43253 1.43513 -0.02
H -0.91053 0.88370 -0.28139 0.13
H 1.44257 0.03671 -0.03424 0.04
C 3.48684 2.96666 0.43826 0.00
H -3.66979 -0.66195 -4.83512 0.00
C -1.63055 -1.20434 -0.64940 -0.04
H 3.43306 3.87676 1.06650 0.00
C -1.20052 -1.44910 5.00446 0.00
C -1.07802 -2.63776 -0.56896 0.27
H 5.40699 -7.01656 1.01577 0.00
H 0.16192 -3.90229 0.59196 0.00
H -4.05161 0.67669 -1.10102 0.00
P 0.92205 3.43596 0.62628 0.00
H 3.43309 -5.62297 1.59159 0.00
C 2.20433 2.13579 0.52195 0.01
H -2.50057 1.44943 -0.93145 0.01
C -4.22877 -1.20522 -4.05654 0.00
C 0.56687 -0.48560 0.40761 -0.11
H 3.65666 3.29195 -0.59597 0.00
C 6.58275 -4.17919 -0.01905 -0.02
C 5.54596 -3.27504 0.26475 0.04
H -4.77507 -2.01159 -4.56472 0.00
H -4.06497 1.68829 -3.57441 0.00
H 7.50683 -3.83935 -0.48159 0.00
H 0.12031 1.90487 2.10189 0.01
H 0.41978 -1.79944 3.52810 -0.02
H -2.86209 -0.73187 6.19285 0.00
H 0.32801 -1.50105 -3.10995 0.00
C -2.28173 0.67559 4.68563 0.00
C 4.30588 -5.14431 1.14627 0.04
C -0.18004 -0.98310 -3.93668 0.01
C -3.18059 1.01675 -1.67431 -0.01
C -0.00139 3.30353 -0.95459 0.00
H -0.84055 5.30977 -1.19809 0.00
C -0.35101 2.85802 1.74497 -0.04
C 0.02849 -2.88095 0.20400 -0.09
H 0.85031 5.16121 -1.77896 0.00
H -0.70600 -1.73297 -4.54491 0.00
N -0.20242 0.14815 3.49612 0.04
H -1.72837 0.56053 -4.25161 0.00
Br -3.08767 -1.28810 0.72006 0.17
H -1.01402 2.93664 -0.72916 0.00
H 0.58102 -0.50167 -4.56120 0.00
H 5.68218 -2.23018 -0.01176 0.00
H -4.27368 2.77889 -2.20808 0.00
C -0.53644 3.93663 2.81610 0.00
H 4.36841 2.39916 0.74395 0.00
H -0.48535 4.44555 -2.69422 0.00
C -1.28865 0.94839 3.73190 0.01
N 6.50816 -5.47533 0.24364 0.04
H 2.00261 1.61740 -0.43440 0.00
H -1.15103 -2.43849 5.44770 0.00
C 0.92664 -1.88595 0.66023 0.22
H -3.88146 -2.33273 -2.20993 0.00
H -1.42151 1.83155 3.12810 0.00
H 0.31061 3.93009 3.51107 0.00
P -2.35343 -0.48159 -2.25008 0.04
C -3.56434 2.09157 -2.68919 0.00
C 4.35293 -3.74194 0.88271 -0.01
C 5.41009 -5.94777 0.81520 -0.01
```

=====

Relative energy of each structure, in eV: model P 0.000; model Q 3.118.

=====

Model P:
The following is a quantum chemistry calculation of an isolated molecule of C6H14, from the Open Molecules 2025 dataset.

- orbital gap (Eh) = 0.43830
- spin multiplicity = 1
- HOMO energy (eV) = -10.725
- SMILES = CCCC(C)C

XYZ file:
```
20
Properties=species:S:1:pos:R:3:lowdin_charge:R:1
H -2.38267 0.74217 0.06019 0.07
H 0.93140 2.19265 1.39881 0.06
H -1.84083 0.28757 -1.45330 0.07
H 2.27355 -2.16498 0.37272 0.09
H -2.00283 2.02319 -1.19488 0.10
H 1.55893 -3.37065 -0.79468 0.07
C -0.25843 1.09989 -0.12267 -0.45
H 1.24975 0.03400 0.81721 0.10
H -0.33756 -0.56664 1.28844 0.14
H -0.25561 3.15714 0.54932 0.09
C -1.65717 1.06270 -0.68218 -0.11
C -0.05692 2.14594 1.00534 -0.08
C 0.39823 -1.42034 -0.60364 -0.27
H 0.38216 1.43135 -0.96316 0.13
H 1.00674 -1.11535 -1.45340 0.10
C 1.27096 -2.59220 -0.04025 -0.13
H -0.75614 1.98383 1.81084 0.07
H 0.82844 -3.03522 0.86775 0.06
C 0.29485 -0.26840 0.38402 -0.22
H -0.60443 -1.76454 -0.94960 0.11
```

=====

Model Q:
The following is a quantum chemistry calculation of a cluster of 2 separate species, C6H14 in total, from the Open Molecules 2025 dataset.

- orbital gap (Eh) = 0.39596
- spin multiplicity = 1
- HOMO energy (eV) = -9.697
- SMILES = C=CC.CCC

XYZ file:
```
20
Properties=species:S:1:pos:R:3:lowdin_charge:R:1
H 1.76142 -0.33200 0.10326 0.06
H 0.05858 1.77986 0.30096 0.10
C 0.24602 -2.71078 1.29531 -0.03
H -0.15414 -2.37663 2.25004 0.06
H -0.26497 2.57704 -2.04394 0.07
C 1.96904 -0.87164 1.02835 -0.11
H -0.91841 0.99859 -2.51380 0.07
H -2.71756 0.79957 -0.47975 0.07
C -2.04135 1.58776 -0.14261 -0.13
H -0.49135 0.19126 -0.10079 0.08
H -2.28317 1.76529 0.90615 0.06
H 1.45082 -0.42495 1.83272 0.06
H -2.34837 2.48500 -0.68954 0.07
C 1.35287 -2.22107 0.76047 -0.25
H -0.26372 -3.57450 0.88717 0.05
H 0.78905 1.13117 -2.08689 0.06
H 3.04533 -0.90405 1.17098 0.07
H 1.58936 -2.64354 -0.21661 0.09
C -0.56976 1.23862 -0.40352 -0.33
C -0.20967 1.50501 -1.85798 -0.12
```

=====

Relative energy of each structure, in eV: model P 0.000; model Q 0.780.